Entry from OMol25: a structure of composition C50H49B2F4GeN8S5Ti in a non-equilibrium geometry (ωB97M-V with the def2-TZVPD basis set).

The calculation puts the HOMO-LUMO gap (alpha / beta) at 4.854 / 5.045 eV. Its molar mass is 1140.43 g mol⁻¹. For the HOMO energy (alpha / beta), the calculation gives -1.0 / -1.2 eV. Its multiplicity is 2. The calculated total energy is -7739.77320 hartree. The charge is -2. Its energy above the lowest of the compared OMol25 structures with the same formula, charge and spin is 20.8 kcal per mole.

Geometry (Å):
Ti (1.52332, -0.03776, -1.20323)
C (2.57070, -0.66134, 2.13972)
C (3.20644, 0.45915, 1.39490)
C (4.10110, 1.40650, 1.89185)
C (4.33379, 2.27496, 0.83783)
C (5.21098, 3.47800, 0.80364)
N (3.61322, 1.84951, -0.21270)
N (2.94470, 0.73368, 0.11603)
B (3.47706, 2.51259, -1.62274)
N (2.06748, 3.09962, -1.77946)
N (1.06114, 2.27507, -2.13806)
C (0.05816, 3.03596, -2.55065)
C (-1.20040, 2.49431, -3.11221)
C (0.41508, 4.38549, -2.45543)
C (1.70049, 4.38501, -1.96093)
C (2.56621, 5.56575, -1.68866)
N (3.59409, 1.42043, -2.65320)
N (2.73966, 0.33551, -2.53823)
C (3.30582, -0.77055, -3.28382)
C (2.27265, -1.30260, -4.28495)
C (4.51417, -0.16315, -3.93727)
C (4.61187, 1.11203, -3.50955)
C (5.60459, 2.15300, -3.91536)
H (2.96852, -0.72155, 3.15094)
H (1.49587, -0.48495, 2.20180)
H (2.73840, -1.61213, 1.63420)
H (4.50444, 1.44592, 2.88571)
H (5.70911, 3.60708, 1.76243)
H (5.96556, 3.37149, 0.02615)
H (4.61765, 4.36293, 0.58400)
H (4.30758, 3.34752, -1.75460)
H (-1.15542, 1.40986, -3.11464)
H (-2.04691, 2.82674, -2.51708)
H (-1.33949, 2.84042, -4.13620)
H (-0.19138, 5.23291, -2.70189)
H (2.01674, 6.46716, -1.95291)
H (2.83236, 5.61828, -0.63476)
H (3.48308, 5.51614, -2.27608)
H (1.45820, -1.78454, -3.74030)
H (1.86680, -0.45921, -4.84373)
H (2.71196, -2.01683, -4.97836)
H (5.13214, -0.66810, -4.65266)
H (6.19039, 1.80110, -4.76203)
H (5.07563, 3.06102, -4.19913)
H (6.27465, 2.39906, -3.09187)
C (-1.05714, -2.86186, 1.98276)
C (-0.75276, -1.78619, 1.14670)
N (0.32281, -1.77596, 0.35360)
C (1.05160, -2.92010, 0.27926)
C (0.79422, -4.07426, 1.07454)
C (-0.27829, -3.99865, 1.97550)
C (1.59824, -5.22286, 0.93954)
C (2.56817, -5.26346, -0.02857)
C (2.82180, -4.16924, -0.85187)
C (3.67096, -4.26722, -2.00588)
C (3.99252, -3.16735, -2.68875)
C (3.60554, -1.81652, -2.17177)
N (2.41375, -1.81056, -1.32520)
C (2.12896, -2.93822, -0.65664)
H (-1.91284, -2.80310, 2.64419)
H (-2.17739, -0.60999, 0.11707)
H (-0.48681, -4.82207, 2.64560)
H (1.40728, -6.08007, 1.57141)
H (3.15941, -6.16166, -0.16277)
H (3.98299, -5.25480, -2.32965)
H (4.56342, -3.20536, -3.60303)
H (4.45733, -1.39540, -1.58134)
C (-1.65481, -0.59621, 1.07636)
Ge (-2.99274, -0.39090, 2.52449)
C (-4.55807, -1.57273, 2.11874)
C (-5.83713, -1.30295, 2.59907)
C (-6.91439, -2.09504, 2.24181)
C (-6.72419, -3.18058, 1.40219)
C (-5.45905, -3.45733, 0.91276)
C (-4.39272, -2.64674, 1.25052)
C (-3.79514, 1.41783, 2.67562)
C (-3.64722, 2.16854, 3.83216)
C (-4.25663, 3.40286, 3.96107)
C (-5.00059, 3.91609, 2.91219)
C (-5.15230, 3.17555, 1.75077)
C (-4.57116, 1.92569, 1.64340)
C (-2.03836, -0.73815, 4.25013)
C (-0.88543, 0.01496, 4.44368)
C (-0.09413, -0.16394, 5.56203)
C (-0.44895, -1.10761, 6.50931)
C (-1.58959, -1.87119, 6.32842)
C (-2.38037, -1.68413, 5.20603)
H (-1.05982, 0.30521, 1.07475)
H (-5.99024, -0.45390, 3.25588)
H (-7.90661, -1.86784, 2.61386)
H (-7.55982, -3.80684, 1.12353)
H (-5.30452, -4.30430, 0.26096)
H (-3.41538, -2.85220, 0.83645)
H (-3.03134, 1.77565, 4.63011)
H (-4.14834, 3.96257, 4.88150)
H (-5.44644, 4.89946, 2.99445)
H (-5.72500, 3.57523, 0.92454)
H (-4.70498, 1.33892, 0.74302)
H (-0.61099, 0.75498, 3.71168)
H (0.79782, 0.43384, 5.69224)
H (0.16588, -1.25007, 7.38782)
H (-1.85639, -2.62168, 7.06234)
H (-3.26656, -2.29028, 5.06020)
C (-3.97740, 0.27647, -2.25146)
S (-3.57017, 0.37913, -4.02114)
C (-2.61421, -1.07693, -4.28714)
C (-1.48200, -1.47707, -3.65340)
S (-0.77998, -0.79576, -2.24721)
S (-0.81330, -3.01074, -4.29524)
C (-1.94732, -3.25462, -5.60000)
S (-1.88912, -4.51196, -6.67002)
S (-3.21671, -2.05969, -5.61985)
H (-4.53025, 1.18111, -2.02182)
H (-3.04892, 0.24425, -1.69060)
H (-4.58241, -0.60646, -2.06678)
F (0.61194, 3.67238, 0.74033)
B (-0.19145, 2.57747, 0.88091)
F (-0.30364, 2.26267, 2.22277)
F (-1.43160, 2.75447, 0.33738)
F (0.44026, 1.43592, 0.23800)


Entry from OMol25: a structure of composition C3H4Br2O in a non-equilibrium geometry (ωB97M-V with the def2-TZVPD basis set).

The calculation puts the HOMO-LUMO gap at 7.529 eV. Its molar mass is 215.87 g mol⁻¹. For the HOMO energy, the calculation gives -8.3 eV. The calculated total energy is -5339.71828 hartree. The charge is 0. Its energy above the lowest of the compared OMol25 structures with the same formula, charge and spin is 141.8 kcal per mole.

Geometry (Å):
C (-0.74956, 1.82167, -0.44706)
C (-0.13027, 4.62259, 0.74496)
C (0.41789, -0.16861, 0.11716)
O (0.33469, 1.26584, -0.31764)
Br (-1.38705, 3.87260, 1.97359)
Br (1.52790, 3.86780, 0.91772)
H (-1.57565, 1.14011, -0.12590)
H (1.43238, -0.30290, -0.22445)
H (-0.49398, -0.64489, -0.33996)
H (0.37120, -0.08803, 1.16868)


Entry from OMol25: an isolated molecule of C3H5NOS2 in a non-equilibrium geometry (ωB97M-V with the def2-TZVPD basis set).

The calculation puts the HOMO-LUMO gap at 8.515 eV. Its molar mass is 135.21 g mol⁻¹. For the HOMO energy, the calculation gives -8.9 eV. The calculated total energy is -1043.56729 hartree. The charge is 0. Its energy above the lowest of the compared OMol25 structures with the same formula, charge and spin is 76.5 kcal per mole.

Geometry (Å):
C (-0.70776, 1.57345, -0.56957)
C (-1.06084, 0.21490, -0.08213)
S (-2.59636, -0.06827, 0.39662)
S (0.03021, -1.13251, -0.18228)
C (1.64942, -0.34666, -0.78475)
N (2.66440, 0.22786, -0.14635)
O (2.66754, 0.43865, 1.10280)
H (0.22908, 2.02333, -0.14474)
H (-0.39282, 1.57940, -1.57053)
H (-1.54089, 2.28112, -0.48143)
H (1.75051, -0.55976, -1.83247)
H (1.73659, 0.13404, 1.42039)


Entry from OMol25: a structure of composition H24O12 in a non-equilibrium geometry (ωB97M-V with the def2-TZVPD basis set).

The calculation puts the HOMO-LUMO gap at 6.528 eV. Its molar mass is 216.18 g mol⁻¹. For the HOMO energy, the calculation gives -7.8 eV. The calculated total energy is -916.44933 hartree. The charge is 0. Its energy above the lowest of the compared OMol25 structures with the same formula, charge and spin is 549.7 kcal per mole.

Geometry (Å):
O (12.78089, 22.24059, -4.21784)
H (12.54438, 21.64794, -3.50437)
H (11.94516, 22.59191, -4.52503)
O (10.37170, 20.54311, -4.01912)
H (9.91717, 20.59881, -4.85968)
H (10.61305, 21.44694, -3.81646)
O (9.05075, 20.00871, -2.47850)
H (9.90663, 19.73692, -2.14712)
H (9.22410, 20.82220, -2.95225)
O (9.82230, 24.33369, -4.92215)
H (10.29069, 23.49894, -4.91741)
H (9.97614, 24.69024, -5.79704)
O (11.10443, 23.27438, -1.34034)
H (11.82342, 23.71112, -0.88367)
H (10.75307, 23.94237, -1.92902)
O (12.27070, 21.06619, -2.68194)
H (12.42574, 20.46450, -1.95382)
H (11.32915, 21.23665, -2.65609)
O (10.59568, 24.68904, -2.63103)
H (9.84708, 25.04135, -2.14967)
H (10.93020, 25.43271, -3.13231)
O (9.45580, 22.37286, -0.02857)
H (10.15179, 22.64664, -0.62596)
H (9.74055, 22.68448, 0.83053)
O (10.46122, 22.37031, -3.21824)
H (10.88319, 22.54639, -2.37731)
H (9.90497, 23.13393, -3.37218)
O (13.17063, 22.30504, -1.02209)
H (12.21478, 22.25479, -1.01425)
H (13.44804, 21.52466, -1.50198)
O (8.60310, 23.94321, -3.58871)
H (9.31627, 24.29034, -4.12455)
H (8.35323, 24.67189, -3.02053)
O (7.58976, 22.29722, -3.17793)
H (6.64370, 22.42318, -3.25103)
H (7.95891, 23.17078, -3.30773)


Entry from OMol25: a structure of composition C44H36F9KN5O3PS6Sb (ωB97M-V with the def2-TZVPD basis set).

The calculation puts the HOMO-LUMO gap (alpha / beta) at 5.124 / 5.971 eV. Its molar mass is 1238.02 g mol⁻¹. For the HOMO energy (alpha / beta), the calculation gives -1.5 / -2.4 eV. Its multiplicity is 2. The calculated total energy is -6667.64757 hartree. The charge is -2. Its energy above the lowest of the compared OMol25 structures with the same formula, charge and spin is 0.0 kcal per mole.

Geometry (Å):
K (-0.85086, -1.06050, 1.05684)
C (1.07863, -5.82642, 0.32346)
C (0.09494, -4.95909, -0.47015)
C (-0.84060, -5.83594, -1.29161)
C (0.83831, -3.92599, -1.30132)
C (1.67858, -3.00505, -0.67420)
C (2.38112, -2.05616, -1.40645)
C (2.26463, -1.98162, -2.78957)
C (2.99597, -0.93972, -3.59118)
C (1.41615, -2.88913, -3.41271)
C (0.71767, -3.84210, -2.68567)
H (0.53297, -6.54994, 0.93401)
H (1.70139, -5.23594, 0.99322)
H (1.73027, -6.38106, -0.35965)
H (-0.51930, -4.40443, 0.24390)
H (-0.29085, -6.42778, -2.03133)
H (-1.59421, -5.23458, -1.80034)
H (-1.35772, -6.53173, -0.62798)
H (1.80031, -3.04020, 0.40226)
H (3.03527, -1.36331, -0.88799)
H (2.29645, -0.21063, -4.01097)
H (3.53647, -1.39411, -4.42573)
H (3.71281, -0.39597, -2.97726)
H (1.29326, -2.84986, -4.49100)
H (0.05480, -4.51395, -3.21296)
N (1.14165, 2.33792, 2.74342)
C (-0.25884, 2.39113, 2.87630)
N (-1.12043, 1.46081, 2.60390)
C (-2.40356, 1.88926, 2.87219)
C (-2.49249, 3.15646, 3.36588)
S (-0.93446, 3.84895, 3.49147)
C (-3.55384, 1.03413, 2.55995)
C (-4.84839, 1.44567, 2.56178)
S (-5.86877, 0.17620, 2.01051)
C (-4.46883, -0.83869, 1.82925)
N (-3.34683, -0.26958, 2.16844)
N (-4.59776, -2.11896, 1.39746)
H (1.50129, 1.51549, 3.22422)
H (1.40526, 2.33210, 1.76763)
H (-3.38532, 3.69585, 3.63612)
H (-5.24172, 2.42597, 2.77116)
H (-5.35838, -2.25115, 0.73016)
H (-3.74385, -2.47892, 0.98019)
S (-6.29538, -1.92292, -1.46296)
Sb (-4.19956, -1.12314, -2.05637)
S (-2.45738, -2.50042, -1.28309)
S (-3.80600, 1.06518, -1.40514)
F (6.52883, 2.85551, -3.17788)
C (6.22987, 2.35607, -1.96554)
F (6.75674, 3.20366, -1.05421)
F (6.91495, 1.20038, -1.84247)
C (4.76268, 2.16328, -1.75840)
C (4.33194, 1.54169, -0.59375)
C (2.97353, 1.34730, -0.38629)
C (2.04217, 1.77830, -1.32593)
C (2.49084, 2.39737, -2.48931)
C (3.84648, 2.59475, -2.70978)
P (0.26114, 1.50581, -0.94582)
C (-0.21894, 3.21928, -0.47319)
C (-1.57295, 3.42971, -0.19289)
C (-2.01612, 4.67527, 0.21477)
C (-1.10967, 5.71319, 0.38543)
C (0.23931, 5.51116, 0.14118)
C (0.68041, 4.26965, -0.29423)
C (-1.60191, 7.05455, 0.82546)
F (-2.61134, 6.97098, 1.71295)
F (-0.63818, 7.80047, 1.40409)
F (-2.07398, 7.78873, -0.21217)
C (-0.45223, 1.31589, -2.61182)
C (-0.62970, 0.00594, -3.04042)
C (-1.16667, -0.25611, -4.29266)
C (-1.52158, 0.80308, -5.11288)
C (-1.37324, 2.11682, -4.68095)
C (-0.84403, 2.37066, -3.43046)
C (-2.09390, 0.56568, -6.47486)
F (-1.45945, 1.31130, -7.41789)
F (-1.98751, -0.71395, -6.87247)
F (-3.39536, 0.89845, -6.55853)
H (5.05038, 1.19407, 0.13759)
H (2.64049, 0.83606, 0.51193)
H (1.77453, 2.71936, -3.23490)
H (4.18860, 3.07177, -3.61814)
H (-2.27939, 2.61263, -0.31481)
H (-3.06685, 4.82614, 0.42821)
H (0.94632, 6.31584, 0.29315)
H (1.73680, 4.13103, -0.48848)
H (-0.40867, -0.82820, -2.38417)
H (-1.32801, -1.27992, -4.60213)
H (-1.68650, 2.93478, -5.31767)
H (-0.75634, 3.39475, -3.08657)
O (1.28232, 0.38735, 4.84780)
C (1.08592, -0.77864, 4.52299)
N (1.22600, -1.29793, 3.28563)
S (1.05954, -2.88780, 3.28113)
O (-0.03810, -3.30619, 2.43939)
O (2.30712, -3.57789, 3.04485)
C (0.59728, -3.06732, 4.97925)
C (0.22486, -4.18544, 5.70006)
C (-0.09106, -3.99817, 7.03963)
C (-0.02947, -2.73239, 7.61967)
C (0.34936, -1.62392, 6.87459)
C (0.65986, -1.81452, 5.53974)
H (0.17459, -5.16249, 5.23796)
H (-0.39559, -4.84724, 7.63943)
H (-0.28815, -2.61591, 8.66518)
H (0.39916, -0.63083, 7.30151)


Entry from OMol25: an isolated molecule of C2HN5O in a non-equilibrium geometry (ωB97M-V with the def2-TZVPD basis set).

The calculation puts the HOMO-LUMO gap at 8.671 eV. Its molar mass is 111.06 g mol⁻¹. For the HOMO energy, the calculation gives -10.7 eV. The calculated total energy is -425.65557 hartree. The charge is 0. Its energy above the lowest of the compared OMol25 structures with the same formula, charge and spin is 76.8 kcal per mole.

Geometry (Å):
O (1.99836, -0.25598, 0.96680)
C (1.18235, -0.13002, 0.05385)
N (0.72710, 1.07367, -0.45788)
C (-0.52371, 1.03791, -0.20704)
N (-1.24624, 0.38195, 0.78275)
N (-1.17593, -0.89128, 0.67860)
N (-0.50568, -1.56421, -0.33722)
N (0.71822, -1.28378, -0.59927)
H (-1.17447, 1.63174, -0.88060)


The highest molar mass belongs to which entry? C44H36F9KN5O3PS6Sb